H8O4 | ωB97M-V/def2-TZVPD

ORCA input file:
```
! wB97M-V def2-TZVPD RIJCOSX def2/J DEFGRID3
* xyz 0 1
O 2.140 -0.112 0.662
H 2.084 0.744 0.224
H 1.201 -0.289 0.723
O -0.813 -0.555 0.743
H -0.916 -0.651 -0.211
H -1.276 -1.264 1.180
O -0.770 -1.461 -1.851
H -0.125 -0.852 -2.124
H -1.314 -1.793 -2.535
O -0.354 2.363 1.109
H 0.535 2.458 0.786
H -0.392 1.413 1.295
*
```

Properties
Kohn-Sham gap = 0.4211 Eh
Energy = -8319.7981 eV
Molar mass = 72.06 g mol⁻¹
SMILES string = O.O.O.O
Strongest force on any atom = 2.570 eV Å⁻¹
E_LUMO = 0.29 eV
Highest occupied orbital energy = -11.164 eV